[1]
Below is a molecular structure, C18H15ClI2N2O4Pb in a non-equilibrium geometry, with properties calculated with the ωB97M-V functional and the def2-TZVPD basis.

Last column: Löwdin charge in e.
Cartesian coordinates (Å):
C: -6.31 -7.84 16.26  -0.061
I: -8.87 -6.88 11.03  0.134
C: -4.06 -6.28 15.87  -0.002
C: -0.81 -2.19 9.61  -0.087
C: -5.50 -3.60 14.86  -0.053
C: -0.41 -6.86 13.40  -0.064
O: -4.48 -2.77 12.76  -0.285
H: -4.92 -3.50 15.80  0.154
C: 0.89 -7.17 13.23  -0.079
O: -2.26 -5.61 13.07  -0.295
C: -0.98 -5.78 12.81  -0.370
H: -7.91 -7.60 14.00  0.066
O: -5.58 -1.39 14.14  0.075
H: 1.33 -8.03 13.78  0.118
N: 0.05 -3.08 10.25  0.088
C: -0.13 -4.94 11.97  -0.079
C: 1.68 -6.51 12.24  -0.106
C: 1.21 -5.34 11.70  -0.060
C: -7.71 -6.64 14.58  -0.076
O: -5.16 -4.90 14.34  -0.220
C: -5.19 -2.51 13.86  -0.595
H: -8.53 -6.43 15.25  0.075
C: -5.20 -6.00 15.14  -0.269
H: -3.18 -5.64 15.73  0.131
H: -7.14 -8.49 16.54  0.105
H: 1.90 -4.63 11.18  0.110
C: -0.69 -3.93 11.08  -0.227
H: -3.01 -2.11 9.81  0.108
H: 2.63 -6.85 11.86  0.092
H: -0.50 -1.47 8.83  0.121
C: -4.04 -7.32 16.84  -0.086
H: -3.09 -7.45 17.40  0.118
H: -6.55 -3.55 15.10  0.132
Pb: -4.10 -4.70 11.86  1.358
H: -1.09 -7.33 14.11  0.126
C: -5.20 -8.05 17.13  -0.722
N: -2.00 -3.60 10.92  -0.030
H: 1.06 -3.02 10.09  0.153
C: -2.05 -2.56 10.05  -0.175
Cl: -5.42 -8.94 18.54  0.715
C: -6.41 -6.71 15.38  -0.146
H: -7.65 -5.89 13.79  0.020
I: -7.47 -4.47 10.33  0.088

Results
Net charge: 0
Energy above the lowest of the compared OMol25 structures with the same formula, charge and spin (kJ/mol): 116.4
Orbital gap (eV): 4.39



[2]
Below is a molecular structure, C18H15F10N5STa, with properties calculated with the ωB97M-V functional and the def2-TZVPD basis.

Last column: Löwdin charge in e.
Cartesian coordinates (Å):
F: 3.01 -2.62 -3.42  0.195
H: 0.77 -1.88 2.74  0.101
C: -2.82 -1.12 -0.22  -0.159
C: 4.84 -2.31 -1.95  -0.101
C: -4.21 -1.05 -0.16  -0.126
F: -4.82 -0.14 0.59  0.143
F: 5.67 -2.85 -2.79  0.221
N: -2.11 2.21 -1.33  0.190
C: -0.87 2.39 -1.74  -0.710
C: 3.06 -1.11 -0.10  -0.139
F: 6.55 -1.96 -0.40  0.210
H: -1.00 -1.76 2.68  0.100
H: 1.32 0.88 3.62  0.160
F: 1.30 -1.48 -1.56  -0.059
Ta: 0.12 -0.50 0.01  1.724
H: 0.39 3.33 -3.02  0.138
H: -2.88 2.72 -1.72  0.163
H: -1.28 1.05 3.48  0.161
F: 4.93 -0.86 1.36  0.152
H: -0.10 -0.99 4.00  0.132
F: -6.29 -1.82 -0.85  0.209
F: -2.43 -3.83 -2.62  0.200
H: -0.95 1.88 1.95  0.128
N: -1.85 -0.36 0.51  -0.178
C: 2.44 -0.03 2.00  -0.152
C: -3.03 -2.96 -1.84  -0.124
H: -2.29 1.59 -0.55  0.074
C: -2.32 -2.08 -1.07  -0.076
H: 1.24 1.75 2.09  0.127
N: 0.03 0.04 2.15  -0.346
C: -4.99 -1.92 -0.92  -0.109
C: 5.29 -1.84 -0.71  -0.106
H: -3.12 1.00 1.58  0.135
H: 3.30 0.63 1.87  0.148
C: 3.49 -2.19 -2.28  -0.124
H: -2.80 -0.52 2.39  0.146
C: -2.35 0.26 1.77  -0.169
N: -0.57 3.21 -2.72  0.186
H: -1.26 3.77 -3.19  0.165
F: -0.90 -2.08 -1.10  -0.035
F: -5.17 -3.67 -2.46  0.220
C: 2.69 -1.60 -1.34  -0.085
S: 0.54 1.58 -1.02  0.775
C: 4.42 -1.25 0.20  -0.114
C: 1.28 0.76 2.54  -0.141
H: 2.75 -0.84 2.65  0.146
C: -4.42 -2.87 -1.75  -0.103
C: -0.08 -1.23 2.94  -0.001
C: -1.15 0.91 2.40  -0.138
N: 2.01 -0.56 0.69  -0.154

Results
Net charge: +3
Energy above the lowest of the compared OMol25 structures with the same formula, charge and spin (kJ/mol): 0.0
Orbital gap (eV): 6.25



[3]
Below is 2 unconnected molecules or ions with the total composition C18H15F2N2O4S in a non-equilibrium geometry, with properties calculated with the ωB97M-V functional and the def2-TZVPD basis.

Last column: Löwdin charge in e.
Cartesian coordinates (Å):
F: -5.13 2.48 -3.96  0.000
H: 0.47 1.29 3.38  0.105
H: 3.75 1.97 0.27  0.116
H: 6.08 1.17 -0.30  0.078
H: -0.32 0.24 0.81  0.161
C: -1.22 -0.32 -3.12  -0.136
O: -4.12 -1.37 -1.40  0.062
H: -0.32 0.58 5.64  0.096
C: 0.37 -0.75 2.57  -0.195
C: -2.19 0.78 -3.37  -0.457
H: -5.94 1.11 -2.75  0.107
C: 5.20 0.53 -0.40  -0.084
H: -0.09 -3.46 4.58  0.094
C: -5.42 2.07 -2.67  -0.573
C: 0.21 0.24 3.56  -0.013
S: -3.95 1.70 -1.52  1.005
H: 1.76 0.36 -1.65  0.085
C: -1.79 -1.19 -2.18  -0.110
N: -0.23 -1.46 5.18  0.014
N: -3.43 0.36 -2.78  -0.142
H: 0.82 -1.33 0.55  0.083
C: 0.58 -0.36 1.11  -0.104
H: -1.26 -2.51 -0.46  0.088
C: 0.27 -1.09 -1.00  -0.168
C: -0.01 -2.41 4.29  -0.162
C: 0.36 -2.10 2.96  -0.009
O: 1.87 1.61 1.66  0.054
H: 4.49 1.00 1.56  0.123
C: -0.95 -1.73 -1.15  -0.089
C: 0.84 -0.20 -1.90  -0.100
H: 5.51 -0.49 -0.16  0.077
C: 1.85 0.53 1.09  -0.435
H: 0.68 0.23 -4.06  0.093
H: 0.73 -2.88 2.29  0.111
H: 4.90 0.57 -1.46  0.078
O: -1.94 1.91 -3.74  0.057
F: -6.27 3.00 -2.09  -0.037
C: 0.17 -0.10 -3.16  -0.024
C: -3.24 -0.85 -2.05  -0.469
C: -0.15 -0.17 4.86  -0.153
C: 4.11 0.98 0.53  -0.215
O: 2.96 0.06 0.45  -0.015

Results
Net charge: -1
Energy above the lowest of the compared OMol25 structures with the same formula, charge and spin (kJ/mol): 5.9
Orbital gap (eV): 5.11



[4]
Below is 3 unconnected molecules or ions with the total composition C18H15F3, with properties calculated with the ωB97M-V functional and the def2-TZVPD basis.

Last column: Löwdin charge in e.
Cartesian coordinates (Å):
F: -1.19 3.30 -1.08  0.047
C: -4.48 4.74 -1.43  -0.085
H: -3.19 4.28 0.23  0.119
H: -0.52 -0.31 4.03  0.117
H: 4.97 -6.57 1.31  0.105
C: 0.31 1.12 0.52  -0.076
C: -0.61 1.39 2.71  -0.286
H: -5.20 5.22 -0.79  0.107
H: 1.71 -5.40 -1.22  0.105
C: -2.50 3.62 -3.01  -0.020
C: -0.38 1.89 1.44  -0.026
H: 3.12 -7.15 -0.32  0.101
H: 5.22 -4.23 2.05  0.118
F: 3.76 -2.27 1.24  0.048
H: 0.57 -1.74 2.29  0.103
C: -4.63 4.69 -2.80  -0.098
C: 3.29 -6.14 0.03  -0.097
C: 2.66 -3.82 -0.15  -0.018
C: -3.35 4.20 -0.84  -0.017
C: 3.62 -3.54 0.80  -0.282
C: 4.30 -5.82 0.93  -0.083
C: -3.65 4.11 -3.60  -0.084
C: -2.36 3.68 -1.64  -0.277
H: 2.07 -2.99 -0.52  0.106
C: -0.32 0.09 3.04  -0.017
H: -0.70 2.90 1.23  0.105
C: 0.63 -0.19 0.84  -0.092
H: -5.52 5.09 -3.26  0.102
H: 0.59 1.60 -0.41  0.100
C: 0.27 -0.72 2.08  -0.082
F: -1.21 2.19 3.61  0.052
C: 2.49 -5.14 -0.52  -0.084
H: 1.27 -0.76 0.17  0.085
C: 4.47 -4.50 1.31  -0.021
H: -3.83 3.95 -4.65  0.106
H: -1.69 3.21 -3.61  0.119

Results
Net charge: 0
SMILES string: Fc1ccccc1.Fc1ccccc1.Fc1ccccc1
Energy above the lowest of the compared OMol25 structures with the same formula, charge and spin (kJ/mol): 12.7
Orbital gap (eV): 10.06



[5]
Below is 3 unconnected molecules or ions with the total composition C18H15F3 in a non-equilibrium geometry, with properties calculated with the ωB97M-V functional and the def2-TZVPD basis.

Last column: Löwdin spin population.
Cartesian coordinates (Å):
H: -3.25 -4.25 -0.55  0.000
C: -0.41 -3.36 1.08  -0.001
C: 3.37 -0.01 -0.82  0.000
C: -0.80 2.10 2.07  0.093
C: -0.98 1.29 0.88  0.058
C: -1.64 -4.00 0.81  0.004
H: 3.17 1.05 1.01  0.000
C: -2.28 1.02 0.42  0.297
C: -0.72 -2.01 -0.94  0.006
H: 3.21 3.31 -0.32  0.000
C: 3.26 1.20 -2.86  0.000
C: -1.94 -2.71 -1.17  0.001
H: 1.06 -1.98 0.31  0.000
H: -2.37 0.28 -0.36  0.011
F: -0.29 -1.06 -1.88  0.002
H: -4.40 1.34 0.86  -0.001
H: 3.16 3.30 -2.62  0.000
C: -1.94 2.73 2.61  0.242
H: 3.33 -1.01 -0.42  0.000
H: -0.11 0.87 0.40  -0.001
H: -1.83 -4.74 1.58  0.000
C: 0.05 -2.34 0.19  0.005
H: 0.20 2.28 2.42  0.001
C: 3.25 2.35 -2.11  0.000
H: 0.11 -3.59 2.01  0.000
C: -2.34 -3.69 -0.36  0.001
C: 3.23 1.13 -0.06  0.000
C: 3.23 2.31 -0.73  0.000
F: -1.83 3.50 3.63  0.116
C: -3.24 2.39 2.20  0.103
H: 3.16 1.27 -3.93  0.000
H: -4.08 2.88 2.67  0.001
C: 3.34 0.03 -2.21  0.000
C: -3.37 1.59 1.06  0.061
F: 3.17 -1.09 -2.85  0.000
H: -2.49 -2.38 -2.03  0.000

Results
Net charge: +1
Spin multiplicity: 2
Energy above the lowest of the compared OMol25 structures with the same formula, charge and spin (kJ/mol): 37.3
Orbital gap (alpha / beta) (eV): 7.33 / 2.90